C55H49N3O19 | wB97M-V/def2-TZVPD

Values from the calculation:
* HOMO energy: -8.86 eV
* SMILES: CC(C)COC(=O)OCC(N)(N)N.O=C1C=CC(=O)C=C1.O=C1C=CC(=O)C=C1.O=C1C=CC(=O)C=C1.O=C1C=CC(=O)C=C1.O=C1C=CC(=O)C=C1.O=C1C=CC(=O)C=C1.O=C1C=CC(=O)C=C1.O=C1C=CC(=O)C=C1
* DFT total energy: -101193.2741 eV
* orbital gap: 7.0 eV
* maximum force: 0.98 eV/A
* LUMO level: -0.0685 Ha
* energy above the lowest of the compared OMol25 structures with the same formula, charge and spin: 0.0 kcal per mole

Structure (ORCA input):
```
! RIJCOSX wB97M-V def2-TZVPD def2/J DEFGRID3
* xyz 0 1
C -3.43 0.66 2.42
C -2.26 1.25 3.25
C -1.80 2.59 2.67
C -1.12 0.24 3.32
O 0.08 0.87 3.87
C 0.63 0.29 4.95
O 1.02 -0.82 5.01
O 0.76 1.15 5.97
C -0.34 2.04 6.18
C -0.08 2.89 7.43
N -1.34 3.59 7.73
N 1.01 3.87 7.18
N 0.31 2.03 8.54
H -4.16 0.17 3.08
H -3.09 -0.09 1.70
H -3.94 1.47 1.90
H -2.66 1.44 4.26
H -0.98 3.03 3.26
H -1.46 2.46 1.64
H -2.63 3.31 2.69
H -1.38 -0.63 3.94
H -0.87 -0.13 2.32
H -0.45 2.71 5.32
H -1.27 1.46 6.30
H -1.93 3.63 6.90
H -1.17 4.55 8.00
H 0.61 4.79 6.99
H 1.53 3.63 6.34
H 0.13 1.05 8.34
H -0.21 2.30 9.37
C -4.46 -2.78 -0.54
C -4.34 -3.60 -1.58
C -3.70 -4.93 -1.44
O -3.58 -5.66 -2.40
C -3.22 -5.33 -0.09
C -3.35 -4.51 0.95
C -3.98 -3.17 0.81
O -4.09 -2.41 1.75
H -4.92 -1.80 -0.61
H -4.68 -3.33 -2.57
H -2.76 -6.30 0.00
H -3.00 -4.77 1.94
C 1.28 -3.99 7.28
C 0.48 -2.93 7.18
C 0.38 -1.94 8.27
O -0.34 -0.96 8.19
C 1.20 -2.16 9.49
C 2.00 -3.22 9.59
C 2.11 -4.21 8.49
O 2.85 -5.16 8.58
H 1.37 -4.73 6.50
H -0.12 -2.73 6.30
H 1.11 -1.42 10.27
H 2.62 -3.40 10.46
C 0.87 1.96 -1.75
C 1.89 2.66 -2.23
C 1.84 4.15 -2.28
O 2.76 4.79 -2.72
C 0.61 4.81 -1.78
C -0.41 4.10 -1.31
C -0.37 2.62 -1.26
O -1.30 1.97 -0.82
H 0.88 0.87 -1.70
H 2.79 2.20 -2.60
H 0.60 5.89 -1.82
H -1.32 4.56 -0.94
C 2.93 -7.08 3.28
C 4.16 -7.10 2.79
C 5.34 -6.87 3.66
O 6.47 -6.88 3.20
C 5.10 -6.60 5.10
C 3.86 -6.58 5.59
C 2.68 -6.82 4.73
O 1.56 -6.80 5.18
H 2.05 -7.25 2.68
H 4.37 -7.29 1.74
H 5.98 -6.43 5.71
H 3.65 -6.39 6.64
C -1.52 -8.49 -1.89
C -1.36 -9.29 -2.94
C -0.70 -10.61 -2.82
O -0.55 -11.34 -3.77
C -0.23 -11.01 -1.46
C -0.39 -10.22 -0.41
C -1.04 -8.89 -0.55
O -1.17 -8.16 0.41
H -2.00 -7.52 -1.97
H -1.69 -9.01 -3.94
H 0.25 -11.98 -1.40
H -0.05 -10.48 0.58
C 0.10 7.78 -7.08
C -0.33 7.19 -5.97
C 0.09 7.66 -4.63
O -0.31 7.12 -3.62
C 1.01 8.82 -4.56
C 1.45 9.42 -5.67
C 1.03 8.94 -7.01
O 1.42 9.49 -8.02
H -0.18 7.46 -8.07
H -1.00 6.34 -5.99
H 1.30 9.15 -3.57
H 2.12 10.27 -5.65
C -1.37 13.26 -11.96
C -1.16 13.62 -10.70
C -0.54 12.69 -9.72
O -0.35 13.02 -8.57
C -0.16 11.33 -10.21
C -0.37 10.97 -11.47
C -1.00 11.90 -12.45
O -1.19 11.57 -13.60
H -1.82 13.92 -12.69
H -1.42 14.60 -10.32
H 0.30 10.67 -9.48
H -0.11 9.99 -11.85
C 2.15 -6.04 -5.06
C 2.42 -4.83 -5.55
C 1.76 -3.62 -5.02
O 2.00 -2.52 -5.47
C 0.78 -3.79 -3.91
C 0.52 -5.00 -3.41
C 1.18 -6.21 -3.95
O 0.93 -7.31 -3.49
H 2.62 -6.94 -5.43
H 3.12 -4.68 -6.36
H 0.31 -2.89 -3.54
H -0.19 -5.15 -2.61
*
```